Record 1
A molecular structure, C2H3O3S at a distorted geometry. Source: the OMol25 dataset; level of theory: ωB97M-V/def2-TZVPD.

- Lowest unoccupied orbital energy: 0.1345 Ha
- Charge: -1
- Energy above the lowest of the compared OMol25 structures with the same formula, charge and spin: 31.3 kcal per mole
- Spin multiplicity: 1
- Total energy: -701.94498 Ha
- Strongest force on any atom: 5.1 eV/Å

The geometry in XYZ format:
```
9
Properties=species:S:1:pos:R:3:forces:R:3:nbo_charge:R:1
C 0.9060 0.2091 0.9283 -4.34 1.49 -2.25 0.865
C -0.6963 0.1215 -0.1949 1.70 -0.99 1.18 -0.240
O 1.4058 1.2670 0.6972 1.92 1.71 -0.33 -0.723
O 0.9168 -0.6983 1.6916 0.78 -2.30 1.59 -0.719
O -0.9284 1.1875 -1.0790 -2.39 -0.94 1.29 -0.734
S -0.3812 -1.4401 -1.0975 0.95 -1.08 1.13 -0.238
H -1.5515 -0.0863 0.4399 -0.27 0.54 -0.02 0.152
H -0.0863 1.3865 -1.3794 2.73 1.01 -0.95 0.468
H 0.4152 -1.9468 -0.0061 -1.09 0.56 -1.64 0.170
```
Forces are in eV/Å.

Record 2
A gas-phase ion, C24H34NO3 (charge +1). Source: the OMol25 dataset; level of theory: ωB97M-V/def2-TZVPD.

- Lowest unoccupied orbital energy: -0.0732 Ha
- Charge: +1
- Energy above the lowest of the compared OMol25 structures with the same formula, charge and spin: 17.7 kcal per mole
- Spin multiplicity: 1
- Total energy: -1215.17194 Ha
- SMILES string: CCCC[C@](O)(c1ccc(OC)cc1)[C@@H](C[NH+]1CCOCC1)c1ccccc1
- Strongest force on any atom: 1.0 eV/Å

The geometry in XYZ format:
```
62
Properties=species:S:1:pos:R:3:forces:R:3:nbo_charge:R:1
C -3.5277 -3.4847 2.3219 0.08 -0.01 -0.24 -0.604
C -2.5237 -3.2330 1.2044 -0.07 0.12 0.34 -0.389
C -1.2505 -2.5750 1.7356 0.04 -0.20 -0.29 -0.410
C -0.2170 -2.2918 0.6311 0.11 0.24 0.29 -0.438
C -0.0696 -0.7929 0.3093 -0.28 -0.66 -0.66 0.298
O 0.5227 -0.1299 1.4359 -0.07 -0.08 0.17 -0.778
C -1.4254 -0.1739 -0.0097 0.09 0.04 0.12 -0.130
C -1.9436 0.8668 0.7566 0.02 -0.10 -0.03 -0.226
C -3.1721 1.4202 0.4698 -0.28 0.03 -0.16 -0.238
C -3.9345 0.9462 -0.6009 0.22 0.02 0.12 0.320
O -5.1197 1.5548 -0.7982 0.21 0.10 0.27 -0.478
C -5.9635 1.1004 -1.8345 -0.19 -0.09 -0.24 -0.257
C -3.4219 -0.0955 -1.3724 -0.31 0.10 -0.13 -0.312
C -2.1872 -0.6410 -1.0737 0.17 0.15 0.17 -0.142
C 0.8731 -0.5984 -0.9133 0.16 0.25 0.35 -0.272
C 0.9859 0.8887 -1.2979 -0.37 -0.48 -0.63 -0.211
N 1.4732 1.7297 -0.1747 -0.13 -0.28 0.36 -0.421
C 2.9356 1.9507 -0.1909 0.89 0.26 0.33 -0.262
C 3.3388 2.7079 1.0775 0.04 -0.19 -0.24 -0.088
O 2.6658 3.9374 1.1612 0.08 0.16 0.03 -0.498
C 1.2744 3.7601 1.1835 -0.19 -0.06 -0.21 -0.087
C 0.7895 3.0383 -0.0787 -0.21 0.79 0.38 -0.254
C 2.2341 -1.2605 -0.8170 -0.07 -0.12 -0.05 -0.061
C 3.0008 -1.2961 0.3435 0.03 -0.11 0.11 -0.200
C 4.2467 -1.9017 0.3481 0.03 0.03 0.01 -0.217
C 4.7520 -2.4724 -0.8064 0.04 -0.03 -0.04 -0.198
C 3.9996 -2.4402 -1.9682 0.08 -0.02 -0.04 -0.189
C 2.7526 -1.8417 -1.9704 -0.02 0.06 0.10 -0.207
H -4.4180 -3.9681 1.9297 -0.13 -0.05 0.05 0.219
H -3.8251 -2.5478 2.7884 -0.06 0.08 0.09 0.203
H -3.0982 -4.1286 3.0858 0.00 -0.07 0.12 0.207
H -2.9778 -2.5885 0.4493 0.03 -0.07 -0.06 0.200
H -2.2647 -4.1809 0.7291 0.05 0.00 -0.11 0.202
H -1.5401 -1.6483 2.2415 -0.02 0.05 0.13 0.185
H -0.8117 -3.2326 2.4881 0.00 0.06 0.07 0.218
H -0.4995 -2.8239 -0.2761 0.01 -0.02 -0.12 0.222
H 0.7656 -2.6627 0.9278 -0.02 -0.01 -0.11 0.231
H 0.1155 -0.4838 2.2367 0.03 0.10 0.08 0.510
H -1.3906 1.2498 1.6031 0.03 0.01 0.04 0.215
H -3.5739 2.2196 1.0709 -0.07 0.11 0.08 0.234
H -5.4960 1.2264 -2.8155 -0.01 -0.01 0.05 0.180
H -6.2430 0.0529 -1.6913 0.02 0.03 0.00 0.183
H -6.8550 1.7216 -1.7784 0.05 -0.08 -0.05 0.214
H -3.9807 -0.4959 -2.2024 -0.09 -0.01 -0.09 0.232
H -1.8264 -1.4545 -1.6849 0.02 -0.13 -0.08 0.208
H 0.3612 -1.0692 -1.7577 -0.02 0.11 0.08 0.250
H 1.6571 1.0036 -2.1513 0.00 0.10 0.10 0.232
H -0.0060 1.2459 -1.5829 0.12 0.10 0.07 0.240
H 1.2267 1.1802 0.6851 0.14 0.38 -0.19 0.495
H 3.4486 0.9896 -0.2429 -0.12 0.12 -0.06 0.256
H 3.1853 2.5494 -1.0703 -0.14 -0.09 0.00 0.225
H 4.4040 2.9398 1.0567 -0.07 -0.16 -0.02 0.230
H 3.1240 2.0894 1.9627 0.04 0.03 -0.02 0.175
H 0.8364 4.7572 1.2404 -0.09 -0.15 -0.02 0.229
H 0.9746 3.1858 2.0743 -0.01 0.05 -0.03 0.173
H -0.2896 2.8828 -0.0316 0.09 -0.11 -0.07 0.244
H 1.0369 3.6296 -0.9633 0.00 -0.15 -0.01 0.228
H 2.6251 -0.8724 1.2618 -0.01 0.01 0.02 0.217
H 4.8210 -1.9273 1.2616 0.07 -0.01 0.09 0.223
H 5.7214 -2.9447 -0.7992 0.10 -0.06 -0.01 0.228
H 4.3797 -2.8879 -2.8730 0.04 -0.05 -0.09 0.228
H 2.1707 -1.8314 -2.8808 -0.09 -0.01 -0.12 0.212
```
Forces are in eV/Å.

Record 3
A molecular structure, C28H56AsN4ORh. Source: the OMol25 dataset; level of theory: ωB97M-V/def2-TZVPD.

- Lowest unoccupied orbital energy (spin up / spin down): -0.1578 / -0.3163 Ha
- ⟨S²⟩: 6.017
- Charge: +2
- Energy above the lowest of the compared OMol25 structures with the same formula, charge and spin: 7.1 kcal per mole
- Spin multiplicity: 5
- Total energy: -3740.34834 Ha
- Strongest force on any atom: 0.9 eV/Å

The geometry in XYZ format:
```
91
Properties=species:S:1:pos:R:3:forces:R:3:mulliken_charge:R:1
Rh -0.2807 0.0865 -0.5649 -0.55 -0.17 0.62 -1.322
C -2.3906 2.3106 -1.1192 -0.01 0.13 0.05 -1.017
N -2.1330 1.0915 -1.9024 0.48 -0.15 0.08 1.524
C -1.7975 1.4610 -3.2892 -0.12 0.17 -0.09 -1.296
C -3.3208 0.2230 -1.9374 -0.05 -0.25 0.14 -1.579
C -3.4020 -0.7098 -0.7496 -0.08 0.30 -0.08 -1.147
N -2.1614 -1.4697 -0.5508 0.52 0.02 0.02 1.557
C -2.3207 -2.3030 0.6496 0.00 -0.06 0.09 0.054
C -1.8914 -2.3289 -1.7163 -0.10 -0.02 0.03 -0.475
H -3.2197 2.8858 -1.5466 -0.01 -0.04 -0.01 0.475
H -1.4974 2.9343 -1.1184 -0.01 -0.04 0.01 -0.023
H -2.6211 2.0548 -0.0885 -0.07 0.01 0.02 0.103
H -2.7013 1.7126 -3.8534 -0.04 -0.01 0.07 0.452
H -1.2945 0.6344 -3.7903 -0.04 0.00 -0.01 0.307
H -1.1505 2.3317 -3.2895 -0.05 -0.09 0.03 0.225
H -3.3001 -0.3633 -2.8557 0.05 0.06 -0.04 0.492
H -4.2309 0.8311 -1.9685 0.01 0.01 -0.08 0.484
H -4.2400 -1.4009 -0.9047 0.01 -0.02 0.04 0.378
H -3.6111 -0.1502 0.1606 0.00 -0.05 -0.04 0.430
H -3.1913 -2.9615 0.5537 0.00 0.00 -0.04 0.447
H -2.4521 -1.6787 1.5312 0.00 -0.07 -0.10 -0.073
H -1.4341 -2.9119 0.7901 -0.21 0.10 -0.04 -0.675
H -2.7758 -2.9185 -1.9848 0.00 -0.01 0.01 0.377
H -1.0795 -3.0120 -1.4790 -0.07 0.01 0.00 -0.311
H -1.5936 -1.7307 -2.5776 -0.02 -0.03 0.00 0.119
C 2.6483 3.3927 -2.5159 -0.15 -0.09 0.02 -0.532
C 2.6572 2.3458 -3.6510 -0.07 -0.01 0.09 -0.748
C 1.3146 1.6184 -3.5054 0.22 0.11 -0.13 -0.787
O 0.8353 1.9130 -2.1895 0.01 0.00 0.16 0.665
C 1.2548 3.2503 -1.8958 0.12 0.24 -0.09 -0.823
H 2.8041 4.3991 -2.8954 0.06 0.03 0.06 0.431
H 3.4203 3.1928 -1.7717 0.02 -0.02 -0.03 0.106
H 3.4919 1.6540 -3.5602 0.04 0.01 -0.01 0.135
H 2.7304 2.8142 -4.6293 0.04 -0.02 -0.02 0.414
H 1.3834 0.5353 -3.6065 -0.02 0.00 0.01 0.304
H 0.6126 1.9979 -4.2526 -0.01 -0.05 0.04 0.635
H 1.2358 3.3830 -0.8159 -0.05 0.02 -0.04 0.347
H 0.5616 3.9669 -2.3516 -0.06 -0.06 0.00 0.439
C 0.1027 -4.2206 2.4620 0.04 0.03 -0.06 -0.989
C 0.4215 -4.3476 0.9762 -0.16 0.19 0.08 -1.131
As 1.1771 -2.6860 0.1940 0.48 -0.66 0.01 0.788
C 2.0985 -3.4279 -1.3814 -0.23 0.11 -0.24 -0.648
C 1.2067 -3.7614 -2.5720 0.00 0.04 0.11 -1.154
C 2.7362 -2.4354 1.3650 -0.15 0.40 0.25 -0.945
C 2.5413 -1.3955 2.4667 -0.05 -0.06 -0.13 -1.081
H -0.3480 -5.1458 2.8195 0.01 0.00 0.02 0.381
H -0.5991 -3.4091 2.6623 0.03 -0.03 0.06 0.150
H 1.0043 -4.0437 3.0472 -0.02 0.01 0.03 0.313
H -0.4607 -4.6509 0.4117 0.08 0.00 -0.09 0.467
H 1.1966 -5.0981 0.8058 0.05 0.05 -0.07 0.670
H 2.6022 -4.3246 -1.0142 0.00 0.03 0.11 0.653
H 2.8658 -2.7151 -1.6786 0.02 0.02 0.10 0.249
H 0.4228 -4.4704 -2.3008 0.01 -0.01 -0.06 0.323
H 1.7954 -4.2146 -3.3688 0.01 -0.01 0.01 0.437
H 0.7402 -2.8609 -2.9756 0.00 -0.04 -0.02 0.154
H 3.5820 -2.1757 0.7279 -0.06 -0.04 -0.11 0.644
H 2.9382 -3.4194 1.7923 -0.04 -0.07 -0.09 0.759
H 2.2965 -0.4194 2.0458 0.02 0.01 0.05 0.027
H 3.4507 -1.2965 3.0594 -0.01 -0.02 0.02 0.487
H 1.7306 -1.6785 3.1384 0.01 0.03 0.03 0.320
C 5.2266 0.4625 0.1153 -0.07 0.02 0.01 -1.207
C 4.5697 0.0813 -1.2218 0.47 0.11 0.17 -0.556
C 3.1339 -0.0744 -1.0913 -0.26 -0.15 -0.05 0.035
N 2.0060 -0.2397 -0.9626 -0.21 0.24 -0.07 -0.209
H 6.3052 0.5066 -0.0149 0.00 0.00 -0.02 0.448
H 5.0042 -0.2623 0.8965 0.00 -0.02 -0.01 0.275
H 4.8823 1.4423 0.4440 0.00 -0.01 0.02 0.309
H 4.9755 -0.8562 -1.6103 -0.04 0.00 0.00 0.473
H 4.7755 0.8544 -1.9628 -0.09 -0.04 -0.08 0.232
C -3.7426 1.9132 4.4450 0.00 0.18 -0.06 -1.158
N -3.5459 1.5182 3.0715 -0.35 -0.45 0.03 0.297
C -4.3448 2.2020 2.0920 0.24 0.25 0.12 -0.828
C -2.4587 0.6753 2.6827 0.21 0.39 0.01 -0.082
C -1.0791 1.3297 2.5109 -0.42 -0.44 0.02 1.828
C -0.5820 2.0588 3.5881 0.15 0.15 -0.04 -0.573
C 0.6644 2.6674 3.5487 -0.04 -0.07 0.00 -1.144
C 1.4569 2.5292 2.4207 0.05 0.05 0.03 -1.062
C 0.9883 1.7779 1.3551 0.06 0.08 -0.14 0.067
C -0.2737 1.1659 1.3803 0.54 -0.07 -0.66 0.892
H -4.8080 1.8905 4.6916 0.03 -0.02 0.00 0.351
H -3.3876 2.9335 4.6485 0.03 -0.06 0.09 0.382
H -3.2290 1.2257 5.1170 0.01 -0.02 0.00 0.346
H -5.3584 2.3350 2.4767 0.01 -0.01 -0.02 0.390
H -4.4193 1.6139 1.1750 0.00 -0.01 -0.03 0.208
H -3.9618 3.2041 1.8399 -0.04 -0.04 -0.11 0.274
H -2.7116 0.1945 1.7369 0.01 0.06 0.12 -1.604
H -2.3467 -0.1064 3.4445 0.01 -0.08 -0.08 0.659
H -1.1787 2.1561 4.4845 -0.05 -0.01 -0.03 0.461
H 1.0150 3.2366 4.3995 0.00 0.01 -0.01 0.437
H 2.4292 3.0028 2.3692 0.01 -0.02 0.00 0.509
H 1.6343 1.6770 0.4890 -0.04 0.04 0.03 0.586
```
Forces are in eV/Å.